Here is a 7-piece molecular cluster, C27H74B2N7O9 overall from OMol25. Energies are from ωB97M-V with the def2-TZVPD basis set.

```
119
Properties=species:S:1:pos:R:3:forces:R:3
H 2.09350 7.00610 -0.33059 -0.04 -0.11 0.04
H 3.94049 7.97492 -1.86264 -0.04 0.04 0.01
H -1.89540 0.27513 3.24525 -0.01 -0.05 0.06
H -5.86799 -5.38870 1.65008 -0.06 -0.02 0.03
N 2.69839 7.11090 0.47986 0.02 0.19 -0.18
H -0.63251 -1.50144 3.18205 0.00 0.08 -0.05
H 3.32229 2.24132 -6.82282 0.03 -0.04 -0.02
C 5.77838 -3.50669 3.85403 0.05 0.05 0.09
C 4.98811 7.00397 1.30084 0.06 -0.07 0.02
H -3.71640 -6.58160 2.35861 0.00 -0.01 0.00
H 5.54767 8.14037 -1.14966 0.01 -0.02 0.06
C 3.32591 -4.18748 4.16129 -0.08 0.14 0.09
N 4.09493 -2.75878 2.26371 -0.24 -0.14 0.22
C -3.19955 -2.57048 -0.38901 0.19 -0.13 -0.12
H 0.24210 0.68442 -5.46284 -0.01 -0.01 -0.07
H 4.72490 7.78332 2.01722 -0.01 0.03 -0.03
N -2.70401 -0.16421 -0.83921 -0.01 -0.28 0.21
C -5.23452 -2.37383 0.84517 0.04 -0.03 0.12
H -6.81098 -6.01499 -0.39154 0.02 0.08 0.00
H -5.71843 -1.43933 0.54807 -0.02 -0.03 -0.08
H 4.86392 6.04659 1.80485 -0.04 0.00 0.01
O 3.19063 -5.31316 3.31373 0.03 -0.08 0.02
O 0.46177 2.72924 -5.64428 -0.05 0.10 -0.17
H 3.15681 -2.37688 2.14917 0.10 0.20 -0.11
C 1.22743 -0.34957 3.13874 -0.23 -0.03 -0.19
H 0.22403 1.73358 -8.58846 -0.02 0.03 0.04
H 3.56970 -4.51766 5.18198 0.10 0.02 -0.02
C 0.35636 -1.50122 3.64005 0.05 -0.04 0.20
H -3.56816 -5.35020 1.10360 -0.01 0.01 -0.03
O 4.09105 9.47168 -0.53857 0.05 0.04 0.04
O 2.49029 2.04949 -0.11230 -0.01 -0.14 0.19
H 0.22937 -1.45942 4.72663 -0.02 -0.02 -0.01
O 0.43195 1.24752 -0.59328 -0.08 -0.04 -0.21
H 2.09077 3.02392 -7.49084 -0.01 0.01 -0.03
H 4.51211 -6.39420 4.49642 0.03 0.01 0.01
H 6.00660 9.83682 0.17537 0.02 -0.02 0.02
H -5.54332 -2.59788 1.86791 0.01 -0.01 0.01
H 3.74348 -7.25338 3.14560 -0.01 0.00 0.00
H -2.37315 2.85960 0.40361 -0.18 -0.12 -0.03
N -5.81383 -6.16704 -0.27216 -0.16 -0.03 0.08
C -1.80279 3.78130 0.35437 -0.15 0.48 -0.32
H 4.85382 11.18707 0.22045 0.00 0.00 -0.01
H -3.52162 -7.04861 0.66284 -0.03 -0.04 0.00
N 1.19938 -0.32526 1.68403 0.20 -0.12 0.36
N 2.58858 2.13822 -7.51727 0.03 -0.01 0.07
H 2.25968 -0.56443 3.44577 0.01 0.10 0.08
H 4.12982 -2.22764 4.26808 -0.07 -0.02 0.04
H -1.41023 0.85372 4.86274 -0.01 -0.03 0.01
H -3.65055 -3.47500 -0.82305 -0.05 0.04 -0.02
C -4.96230 -9.43603 1.35559 -0.07 -0.04 -0.07
H 0.81834 -2.45653 3.39099 -0.02 -0.01 -0.09
H 6.04315 7.11733 1.04028 -0.01 0.01 0.00
H 0.96321 5.36732 0.17008 0.43 0.28 -0.15
H -4.62016 -9.31767 2.38807 0.03 0.02 0.01
H -5.19492 -10.48632 1.18189 -0.02 0.00 0.00
H 0.80824 0.91454 4.87377 -0.03 -0.05 -0.02
C -6.24209 -7.46847 1.81104 -0.13 0.11 0.07
H -0.80084 3.16386 -7.24534 -0.03 -0.08 -0.02
C 1.65571 1.09631 -7.07654 -0.09 0.08 -0.08
C 4.18288 -6.30498 3.45575 -0.08 -0.01 -0.07
C -1.88492 3.00734 -1.95324 -0.69 0.03 0.21
O -3.82801 -2.26802 0.84486 -0.09 -0.01 0.05
H 0.30271 0.03265 1.36915 0.04 -0.01 -0.17
C 1.39559 2.06155 -0.71605 0.22 0.03 0.17
H -2.47281 -1.71760 -2.18454 0.03 -0.06 0.02
H 2.50643 8.04553 0.82965 0.02 -0.02 0.08
H 1.16525 0.31974 -9.02987 0.03 0.03 -0.01
H 6.40851 -2.62389 3.75266 -0.01 0.01 -0.04
C 1.00322 1.43001 -5.73004 0.09 -0.11 0.19
B 0.99278 3.19075 -1.72191 -0.19 0.27 -0.30
C 4.96376 10.11170 0.36510 -0.10 0.05 -0.03
H -3.24852 0.02717 -0.00238 -0.04 0.07 -0.02
H 1.34065 3.18268 -2.87092 0.06 -0.22 0.04
H -1.74648 -0.26591 -0.50673 0.12 0.21 -0.23
H -1.57956 2.03473 -1.57953 0.20 -0.14 -0.15
H -5.00122 -2.12228 -2.38109 -0.01 0.00 0.01
H -1.43850 1.99755 -6.05238 -0.01 -0.01 -0.02
H 2.23716 0.18316 -6.91676 0.01 -0.01 0.05
O 0.41847 5.57793 -0.60034 -0.47 -0.40 0.68
N -1.48680 4.09593 -1.06034 0.71 -0.32 0.02
C -3.18305 -1.42212 -1.40587 -0.08 0.13 0.10
H -5.57001 -3.18549 0.18979 -0.03 0.02 -0.03
C -3.99084 -6.32809 1.33304 0.04 0.07 0.03
H 6.10651 -4.22278 3.10060 -0.03 -0.03 -0.01
H -5.63769 -7.06549 -0.71274 0.09 0.02 -0.04
H -2.37057 4.59204 0.80306 -0.14 0.07 0.19
H 5.95449 -3.94031 4.84160 0.00 -0.01 -0.01
H 1.67605 1.70306 3.54829 -0.03 0.02 -0.07
C 4.09765 7.05229 0.06240 0.00 0.04 0.19
H -0.90917 3.60722 0.95375 0.12 -0.02 0.13
C 4.31332 -3.12235 3.66437 0.11 -0.10 -0.16
C -4.53002 -1.18237 -2.08311 -0.02 -0.05 -0.10
H -0.14822 0.16704 -7.85693 -0.01 0.01 0.01
H -4.15689 -9.14767 0.67607 0.04 0.03 0.06
H -2.24631 1.93865 3.72944 0.00 0.01 0.00
O -0.30226 1.61261 3.27901 -0.06 0.04 0.07
H -7.30962 -7.23334 1.82818 -0.01 -0.03 -0.03
C -5.50519 -6.29499 1.15516 0.16 -0.04 -0.10
H -5.21756 -0.64469 -1.42980 0.01 -0.01 0.05
H 4.23302 6.10780 -0.47270 0.02 0.01 -0.06
C -0.83054 2.89840 -6.18352 0.03 0.08 0.09
B -0.06048 4.36426 -1.13089 -0.01 0.14 -0.38
H -4.39245 -0.57123 -2.97475 0.02 0.04 0.02
H 2.33549 -3.73292 4.19993 -0.03 -0.04 -0.05
C 0.87068 1.00214 3.77625 0.23 0.05 0.05
H -1.49544 3.17834 -2.95270 0.21 0.00 -0.13
O -6.14399 -8.69695 1.11796 0.06 -0.05 0.00
C -1.51487 1.13313 3.80750 0.00 0.04 -0.11
H 1.85839 0.35936 1.30911 -0.02 -0.05 -0.13
C 4.47120 8.16241 -0.92682 -0.02 -0.11 -0.15
H 5.05142 -6.10936 2.82129 0.05 0.00 0.06
H -5.92030 -7.59688 2.85354 0.06 0.02 -0.02
H -1.30302 3.71802 -5.64260 0.00 -0.01 0.02
H -2.97306 2.98353 -2.04380 -0.18 0.05 -0.01
H 4.71774 9.88109 1.40510 0.07 -0.03 0.01
H -2.16468 -2.80945 -0.13325 0.00 0.04 0.05
C 0.66163 0.81424 -8.19898 0.00 -0.07 -0.03
H 1.77345 1.39090 -4.95642 -0.02 0.03 0.03
H 4.08548 -3.62027 1.72495 0.06 0.03 -0.09
```
Positions in Å, forces in eV/Å.

Summary:
- electronic energy (Ha) = -2183.2467
- net charge = -1
- frontier orbital gap (eV) = 6.39
- ΔE to the lowest compared entry with this formula, charge and spin (kJ/mol) = 0.00
- E_LUMO (Eh) = 0.0761